Entry from the Open Molecules 2025 dataset: a structure of composition C34H44AsCl2N6OSTi (ωB97M-V/def2-TZVPD).

Positions of all 90 atoms, in Å:
Ti: -0.166 0.131 -0.079
S: 1.395 1.319 1.410
C: 1.045 3.051 1.426
C: 1.260 3.803 2.577
C: 1.043 5.173 2.561
C: 0.615 5.806 1.402
C: 0.400 5.063 0.250
C: 0.620 3.692 0.260
As: 0.328 2.533 -1.256
C: -0.617 3.761 -2.423
C: -1.941 4.054 -2.105
C: -2.645 4.993 -2.840
C: -2.030 5.643 -3.904
C: -0.711 5.357 -4.220
C: 0.000 4.420 -3.478
C: 2.080 2.442 -2.095
C: 3.229 2.926 -1.481
C: 4.467 2.749 -2.088
C: 4.561 2.098 -3.309
C: 3.414 1.616 -3.928
C: 2.180 1.778 -3.317
H: 1.596 3.310 3.479
H: 1.208 5.749 3.462
H: 0.447 6.875 1.394
H: 0.065 5.555 -0.654
H: -2.423 3.558 -1.269
H: -3.671 5.221 -2.583
H: -2.579 6.375 -4.481
H: -0.226 5.869 -5.041
H: 1.034 4.218 -3.725
H: 3.159 3.439 -0.529
H: 5.359 3.129 -1.606
H: 5.526 1.970 -3.782
H: 3.484 1.116 -4.887
H: 1.284 1.400 -3.800
N: 2.240 -0.574 -0.710
C: 2.911 -1.367 -1.754
C: 2.785 -2.864 -1.566
N: 1.424 -3.334 -1.856
H: 2.498 0.400 -0.855
H: 2.651 -0.790 0.195
H: 3.976 -1.119 -1.791
H: 2.488 -1.082 -2.721
H: 3.033 -3.127 -0.532
H: 3.534 -3.347 -2.202
H: 1.395 -4.345 -1.781
H: 1.225 -3.132 -2.831
C: -1.815 -2.317 4.041
N: -0.815 -1.723 3.159
C: -0.359 -0.383 3.511
C: -0.397 -2.347 2.042
N: -0.050 -1.691 0.944
N: -0.361 -3.715 2.129
C: -0.353 -4.562 0.961
C: 0.142 -4.367 3.331
H: -2.619 -1.597 4.189
H: -1.393 -2.573 5.015
H: -2.234 -3.211 3.589
H: -0.814 -0.119 4.463
H: -0.639 0.361 2.775
H: 0.724 -0.368 3.626
H: 0.481 -2.295 0.314
H: -0.842 -4.066 0.132
H: -0.897 -5.481 1.188
H: 0.665 -4.833 0.665
H: 0.372 -3.632 4.096
H: 1.060 -4.910 3.091
H: -0.583 -5.079 3.729
Cl: -2.922 0.711 -2.786
C: -3.804 0.965 -1.304
C: -5.148 1.266 -1.433
C: -5.922 1.467 -0.304
C: -5.336 1.359 0.946
C: -3.991 1.061 1.054
Cl: -3.318 0.959 2.645
C: -3.153 0.858 -0.060
N: -1.814 0.577 0.077
H: -5.577 1.338 -2.423
H: -6.972 1.706 -0.398
H: -5.914 1.509 1.847
C: -0.780 -1.554 -4.098
C: -1.003 -1.404 -2.631
C: -2.149 -2.121 -2.008
O: -0.215 -0.736 -1.965
H: -0.758 -2.614 -4.364
H: 0.138 -1.061 -4.407
H: -1.632 -1.120 -4.626
H: -2.962 -2.270 -2.716
H: -2.490 -1.593 -1.118
H: -1.771 -3.101 -1.706

Computed properties:
Highest occupied orbital energy ... -9.8 eV
Multiplicity ... 1
Charge ... +1